Below is a molecular structure, C45H70F3N12O9SV in a non-equilibrium geometry, with properties calculated with ωB97M-V/def2-TZVPD.

Properties
Expectation value of S² = 3.76
2S+1 = 4
Frontier orbital gap (alpha / beta) = 5.474 / 6.879 eV
Charge = -1
Molecular weight = 1063.1 g/mol
E = -4732.41798 a.u.

Each line ends with the Mulliken spin population.
Positions of all 141 atoms, in Å:
V: 0.653 -2.439 2.563  2.75
N: -0.206 -4.627 1.130  -0.01
O: -0.556 -5.663 0.650  0.02
O: -0.585 -4.191 2.205  0.03
O: 0.690 -3.894 0.845  0.03
N: -0.213 -1.130 4.819  -0.01
O: -0.659 -0.576 5.822  0.03
O: 0.396 -0.680 3.864  -0.01
O: -0.282 -2.347 4.502  0.00
C: -0.392 1.099 0.476  -0.01
F: -0.158 1.515 1.707  0.00
F: -1.671 1.423 0.214  0.00
F: 0.484 1.756 -0.354  0.00
S: -0.068 -0.772 0.417  -0.06
O: -0.257 -1.312 -0.934  0.00
O: 1.194 -1.083 1.101  0.09
O: -0.858 -1.511 1.415  0.08
N: 5.141 2.641 0.115  0.00
C: 3.855 2.180 0.390  0.00
C: 3.350 2.882 1.493  0.00
C: 4.379 3.753 1.961  0.00
C: 5.469 3.612 1.034  0.00
H: 5.767 2.383 -0.635  0.00
H: 3.403 1.439 -0.252  0.00
H: 2.356 2.831 1.912  0.00
H: 4.363 4.445 2.789  0.00
H: 6.451 4.060 0.990  0.00
N: -2.244 4.689 6.048  0.00
C: -1.211 4.433 5.138  0.00
C: -1.161 3.145 4.777  0.00
C: -2.185 2.552 5.616  0.00
C: -2.863 3.513 6.379  0.00
H: -2.535 5.604 6.360  0.00
H: -0.626 5.238 4.718  0.00
H: -0.480 2.659 4.094  0.00
H: -2.475 1.521 5.756  0.00
H: -3.605 3.402 7.156  0.00
N: 1.510 6.376 0.272  0.00
C: 0.852 7.374 1.027  0.00
C: -0.207 6.756 1.728  0.00
C: -0.255 5.405 1.216  0.00
C: 0.778 5.213 0.318  0.00
H: 2.342 6.455 -0.295  0.00
H: 1.247 8.356 1.241  0.00
H: -0.816 7.136 2.536  0.00
H: -1.020 4.718 1.547  0.00
H: 1.100 4.343 -0.235  0.00
N: -0.285 -3.288 -2.868  0.00
C: 0.413 -2.916 -4.007  0.00
C: 0.289 -3.921 -4.987  0.00
C: -0.645 -4.840 -4.427  0.00
C: -0.993 -4.399 -3.148  0.00
H: -0.312 -2.764 -2.005  0.00
H: 1.002 -2.011 -3.993  0.00
H: 0.852 -4.002 -5.905  0.00
H: -0.982 -5.751 -4.899  0.00
H: -1.672 -4.836 -2.430  0.00
N: -4.089 -2.545 2.223  0.00
C: -4.028 -3.068 3.446  0.00
C: -3.542 -2.081 4.315  0.00
C: -3.336 -0.947 3.560  0.00
C: -3.687 -1.216 2.279  0.00
H: -4.447 -3.014 1.403  0.00
H: -4.231 -4.113 3.629  0.00
H: -3.230 -2.075 5.349  0.00
H: -2.853 -0.060 3.942  0.00
H: -3.637 -0.563 1.420  0.00
N: 2.360 4.831 -5.113  0.00
C: 1.431 5.552 -4.410  0.00
C: 1.192 4.857 -3.266  0.00
C: 1.875 3.628 -3.318  0.00
C: 2.721 3.749 -4.370  0.00
H: 2.860 5.120 -5.942  0.00
H: 1.060 6.512 -4.736  0.00
H: 0.472 5.176 -2.528  0.00
H: 1.789 2.873 -2.550  0.00
H: 3.509 3.070 -4.660  0.00
N: -5.315 -4.927 -0.483  0.00
C: -3.932 -4.772 -0.476  0.00
C: -3.623 -3.484 -0.989  0.00
C: -4.832 -2.944 -1.388  0.00
C: -5.851 -3.781 -0.989  0.00
H: -5.823 -5.707 -0.091  0.00
H: -3.168 -5.486 -0.204  0.00
H: -2.649 -3.017 -0.986  0.00
H: -5.003 -2.014 -1.909  0.00
H: -6.921 -3.728 -1.130  0.00
N: 2.198 0.347 -4.079  0.00
C: 1.899 0.240 -2.746  0.00
C: 2.808 -0.615 -2.133  0.00
C: 3.743 -1.005 -3.100  0.00
C: 3.353 -0.336 -4.266  0.00
H: 1.680 0.820 -4.806  0.00
H: 0.991 0.716 -2.406  0.00
H: 2.780 -0.862 -1.081  0.00
H: 4.602 -1.644 -2.956  0.00
H: 3.885 -0.321 -5.205  0.00
C: -3.419 1.902 -6.417  0.00
C: -3.354 2.152 -4.911  0.00
N: -2.565 1.176 -4.195  0.00
C: -3.294 -0.098 -4.027  0.00
C: -2.389 -1.289 -4.036  0.00
C: -2.175 1.667 -2.837  0.00
C: -1.359 2.966 -2.823  0.00
H: -3.509 0.853 -6.699  0.00
H: -2.571 2.322 -6.957  0.00
H: -4.286 2.484 -6.731  0.00
H: -3.037 3.178 -4.724  0.00
H: -4.418 2.189 -4.674  0.00
H: -3.747 -0.175 -3.038  0.00
H: -4.086 -0.149 -4.773  0.00
H: -1.961 -1.497 -5.017  0.00
H: -1.597 -1.176 -3.296  0.00
H: -2.976 -2.143 -3.698  0.00
H: -1.556 0.870 -2.425  0.00
H: -3.072 1.709 -2.219  0.00
H: -0.797 3.023 -3.755  0.00
H: -0.581 2.943 -2.060  0.00
H: -2.000 3.827 -2.636  0.00
C: 4.024 -2.930 5.349  0.01
C: 2.705 -2.608 4.672  0.07
N: 2.610 -3.009 3.244  -0.17
C: 2.751 -4.463 3.157  0.06
C: 1.742 -5.346 3.963  0.04
C: 3.753 -2.466 2.475  0.06
C: 3.811 -2.705 0.970  0.06
H: 4.920 -2.466 4.937  0.00
H: 4.196 -4.000 5.468  0.00
H: 3.971 -2.437 6.320  0.00
H: 2.078 -3.205 5.334  0.00
H: 2.449 -1.564 4.850  -0.01
H: 2.618 -4.774 2.121  -0.02
H: 3.794 -4.773 3.219  0.00
H: 1.326 -6.041 3.234  0.00
H: 2.191 -5.900 4.788  0.00
H: 0.946 -4.717 4.360  -0.01
H: 4.731 -2.829 2.792  0.00
H: 3.815 -1.426 2.795  -0.03
H: 2.972 -2.205 0.487  0.00
H: 3.771 -3.742 0.637  0.00
H: 4.709 -2.251 0.551  0.00